1.
102
Properties=species:S:1:pos:R:3:forces:R:3 method="wB97M-V/def2-TZVPD" charge=-2 gap_ev=5.87 homo_energy_ev=-2.3 molar_mass_g_mol=1035.5 e_above_lowest_kj_mol=133.63
Sr 0.309 0.258 0.866 0.851 1.093 -0.058
N 3.661 -1.947 1.058 0.012 -0.053 0.018
C 3.886 -0.661 1.560 -0.007 0.046 -0.047
N 5.080 -0.260 1.978 -0.067 0.079 -0.013
N 4.869 1.007 2.381 0.145 -0.025 0.015
N 3.627 1.322 2.210 -0.092 0.016 -0.054
N 2.957 0.277 1.689 -0.107 -0.148 0.014
C 2.879 -2.139 -0.078 0.128 0.057 0.114
N 3.062 -3.163 -0.906 -0.078 0.053 -0.032
N 2.122 -2.972 -1.856 0.053 -0.146 0.001
N 1.435 -1.915 -1.593 0.084 -0.077 0.122
N 1.883 -1.347 -0.450 -0.027 -0.237 -0.299
H 4.513 -2.485 1.021 -0.007 0.011 0.003
C -0.359 -1.531 -4.121 0.025 0.014 -0.088
Se -0.836 -0.495 -2.555 -0.088 0.008 0.086
C -2.368 0.383 -3.370 -0.100 0.029 -0.156
C -2.071 1.539 -4.312 -0.013 -0.033 -0.043
Se -1.046 3.004 -3.525 -0.039 0.062 0.015
C 0.717 2.503 -4.169 0.038 -0.059 0.002
H -1.157 -2.236 -4.353 0.008 0.006 -0.004
H 0.553 -2.069 -3.874 -0.005 0.010 0.039
H -0.188 -0.876 -4.976 0.025 -0.002 0.010
H -2.999 0.734 -2.558 0.026 0.009 0.065
H -2.940 -0.382 -3.905 -0.022 0.031 -0.001
H -3.009 1.988 -4.644 0.001 -0.012 0.013
H -1.524 1.209 -5.198 0.018 0.020 0.022
H 0.714 2.457 -5.259 0.003 -0.005 0.013
H 1.023 1.554 -3.733 -0.019 -0.020 0.016
H 1.410 3.276 -3.840 -0.018 0.022 0.004
N 1.257 2.926 1.334 -0.105 -0.361 0.131
C 0.470 3.800 2.094 0.015 0.126 -0.095
C 0.074 5.005 1.510 -0.021 -0.028 0.010
C -0.700 5.930 2.190 0.013 0.009 -0.059
C -1.097 5.660 3.489 -0.007 0.006 0.016
C -0.720 4.456 4.066 -0.007 -0.006 0.030
C 0.055 3.500 3.408 0.044 0.062 0.038
C 0.319 2.207 4.114 -0.042 0.039 -0.120
C 0.631 2.249 5.475 0.008 -0.028 -0.016
C 0.658 1.081 6.225 0.008 0.007 0.085
C 0.357 -0.126 5.610 0.019 -0.001 -0.025
C 0.109 -0.147 4.240 0.100 0.101 0.175
C 0.115 0.997 3.426 -0.322 -0.288 -0.130
H 1.683 3.369 0.531 0.058 0.003 0.045
H 1.968 2.428 1.875 0.074 0.086 -0.019
H 0.384 5.205 0.489 0.009 0.019 -0.003
H -0.993 6.850 1.698 -0.011 0.003 0.008
H -1.711 6.362 4.040 -0.006 -0.001 -0.001
H -1.064 4.214 5.064 -0.009 0.016 0.001
H 0.860 3.196 5.955 -0.021 0.013 0.004
H 0.904 1.119 7.281 0.003 -0.013 -0.007
H 0.340 -1.043 6.194 0.011 -0.010 -0.009
H -0.097 -1.123 3.790 0.084 -0.030 0.000
S 3.366 1.277 -1.549 -0.181 -0.093 -0.202
C 4.288 2.462 -2.257 0.063 0.156 0.270
N 4.301 2.685 -3.596 0.024 -0.088 -0.019
C 5.219 3.576 -4.277 -0.001 0.051 -0.009
C 6.464 3.768 -3.424 -0.023 -0.009 0.016
C 6.030 4.219 -2.038 -0.006 0.029 -0.018
N 5.079 3.267 -1.504 0.003 -0.072 -0.007
H 3.741 2.033 -4.119 -0.011 0.020 -0.002
H 4.749 4.550 -4.464 0.020 -0.004 -0.010
H 5.471 3.144 -5.247 0.007 -0.003 0.011
H 7.132 4.501 -3.878 -0.025 0.019 -0.003
H 6.994 2.816 -3.342 0.027 0.010 -0.007
H 5.588 5.222 -2.099 0.023 -0.006 0.000
H 6.880 4.278 -1.358 0.001 -0.016 -0.013
H 5.089 3.023 -0.525 0.000 0.015 0.004
O -0.665 -1.917 0.911 -0.687 -0.248 0.280
S -2.092 -2.076 1.374 0.348 0.109 0.100
C -2.031 -3.631 2.306 0.014 -0.314 -0.052
C -1.377 -4.733 1.526 -0.081 0.033 0.067
C -2.142 -5.801 1.065 0.022 -0.017 -0.030
C -1.576 -6.774 0.254 -0.028 -0.001 0.002
C -0.244 -6.672 -0.121 0.038 -0.013 -0.027
C 0.528 -5.613 0.337 0.026 0.012 0.012
C -0.029 -4.657 1.173 0.024 -0.019 0.006
C -2.954 -2.610 -0.106 -0.057 -0.107 -0.126
C -4.381 -2.992 0.159 0.051 -0.010 -0.078
C -5.194 -2.220 0.985 -0.085 0.034 -0.033
C -6.519 -2.577 1.194 0.021 0.033 0.024
C -7.046 -3.704 0.582 -0.035 -0.012 0.001
C -6.243 -4.474 -0.247 -0.004 -0.014 -0.008
C -4.919 -4.120 -0.456 0.025 -0.027 0.094
H -3.053 -3.883 2.596 0.009 0.026 0.017
H -1.470 -3.353 3.200 0.007 0.019 -0.010
H -3.192 -5.859 1.334 -0.006 0.000 -0.002
H -2.181 -7.601 -0.099 -0.003 -0.001 -0.001
H 0.194 -7.413 -0.779 -0.004 -0.004 -0.001
H 1.559 -5.497 0.028 0.005 -0.010 -0.019
H 0.577 -3.830 1.513 -0.008 -0.016 -0.002
H -2.362 -3.422 -0.533 -0.054 0.002 -0.036
H -2.873 -1.753 -0.781 0.068 0.045 0.089
H -4.801 -1.323 1.449 0.012 0.014 -0.032
H -7.140 -1.960 1.830 -0.009 -0.006 0.003
H -8.082 -3.975 0.742 -0.001 -0.006 0.003
H -6.647 -5.353 -0.735 -0.009 -0.002 -0.004
H -4.285 -4.723 -1.095 0.001 -0.006 -0.007
N -5.217 2.406 -2.373 0.005 0.014 -0.022
C -4.774 2.153 -1.329 -0.154 0.066 -0.020
N -4.365 1.893 -0.102 0.177 -0.047 -0.118
C -3.204 1.322 0.032 -0.112 -0.084 0.189
N -2.198 0.775 0.257 -0.058 0.073 -0.110

***

2.
93
Properties=species:S:1:pos:R:3:forces:R:3 method="wB97M-V/def2-TZVPD" charge=-1 gap_ev=6.99 homo_energy_ev=-4.5 molar_mass_g_mol=1001.8 e_above_lowest_kj_mol=218.01
Pd 0.107 -0.529 0.183 -0.709 -0.714 -0.312
C 5.152 0.869 0.913 -0.001 -0.127 0.024
C 4.686 -0.536 0.753 -0.146 -0.092 -0.072
N 3.453 -0.955 0.573 -0.033 0.500 -0.024
C 3.523 -2.314 0.444 -0.136 0.031 -0.140
C 4.829 -2.723 0.566 -0.155 -0.040 0.026
N 5.551 -1.579 0.755 -0.027 -0.116 0.028
C 5.496 -4.041 0.574 -0.129 -0.908 -0.105
O 4.728 -5.068 0.363 2.327 -0.159 0.339
O 6.699 -4.103 0.782 0.249 0.245 0.017
C 2.347 -3.171 0.076 -0.629 0.307 -0.262
O 2.581 -4.422 0.054 -2.053 0.334 -0.355
O 1.242 -2.681 -0.237 1.042 0.115 0.262
H 4.372 1.554 0.595 -0.093 0.040 -0.008
H 6.035 1.035 0.295 0.001 0.086 0.010
H 5.418 1.074 1.952 -0.035 0.069 -0.023
H 6.553 -1.572 0.855 0.002 -0.057 0.042
H 3.694 -4.757 0.211 -0.109 -0.054 0.083
C -1.115 0.542 2.570 -0.171 0.349 -0.255
C -0.048 1.620 2.706 0.050 -0.141 -0.042
C 1.006 1.480 1.609 -0.386 0.224 -0.204
Sb 0.170 2.327 -0.214 0.638 0.267 -0.084
C 1.711 1.786 -1.637 -0.239 0.094 0.154
C 2.461 2.738 -2.324 -0.022 -0.051 0.126
C 3.373 2.346 -3.295 0.059 0.027 -0.047
C 3.554 0.998 -3.575 -0.002 0.015 -0.036
C 2.801 0.047 -2.902 -0.026 -0.080 -0.009
C 1.866 0.438 -1.953 0.181 -0.002 0.143
C 0.848 4.375 0.114 0.010 -0.122 0.011
C 0.257 5.333 -0.708 0.085 -0.051 0.006
C 0.519 6.684 -0.539 -0.016 0.063 -0.042
C 1.372 7.100 0.475 0.016 0.057 -0.023
C 1.971 6.159 1.299 -0.004 -0.010 0.080
C 1.703 4.808 1.121 0.080 -0.047 -0.040
Sb -2.511 0.175 0.807 -0.581 -0.293 0.290
C -3.424 2.122 0.468 0.206 -0.162 0.100
C -4.613 2.071 -0.255 0.059 -0.062 -0.030
C -5.347 3.217 -0.519 -0.057 0.059 -0.031
C -4.915 4.442 -0.029 -0.011 -0.012 -0.029
C -3.757 4.503 0.732 -0.004 0.054 0.046
C -3.018 3.352 0.975 -0.003 0.062 0.085
C -1.833 -0.130 -1.277 0.053 -0.110 0.689
C -1.826 0.853 -2.270 0.065 0.064 -0.282
C -1.281 0.591 -3.515 -0.198 0.080 0.130
C -0.730 -0.661 -3.784 0.056 -0.163 0.019
C -0.789 -1.663 -2.835 0.078 -0.025 -0.205
C -1.352 -1.414 -1.578 -0.221 0.103 -0.149
H -1.851 0.601 3.378 -0.087 0.014 -0.079
H -0.621 -0.425 2.656 -0.112 -0.037 0.117
H 0.428 1.471 3.685 0.012 0.100 -0.020
H -0.481 2.627 2.723 0.036 -0.048 0.041
H 1.191 0.390 1.423 0.531 0.295 0.439
H 1.964 1.933 1.862 0.080 -0.110 -0.093
H 2.342 3.789 -2.081 0.026 0.015 -0.072
H 3.945 3.092 -3.835 0.025 0.008 0.039
H 4.282 0.691 -4.316 -0.015 -0.003 -0.011
H 2.936 -1.008 -3.111 0.004 0.001 0.002
H 1.288 -0.336 -1.418 0.428 0.331 -0.543
H -0.412 5.001 -1.497 -0.067 0.103 0.006
H 0.057 7.413 -1.194 -0.011 0.014 0.012
H 1.566 8.155 0.621 0.024 0.006 -0.008
H 2.647 6.476 2.085 -0.013 0.023 0.005
H 2.180 4.079 1.769 0.000 0.052 0.035
H -4.969 1.108 -0.610 -0.027 0.039 -0.094
H -6.259 3.157 -1.102 -0.002 -0.008 -0.001
H -5.480 5.343 -0.234 -0.013 -0.002 0.011
H -3.426 5.452 1.139 0.029 0.000 -0.015
H -2.121 3.428 1.578 0.015 0.003 -0.058
H -2.259 1.827 -2.065 0.104 0.008 0.020
H -1.272 1.363 -4.275 -0.013 0.000 0.000
H -0.253 -0.844 -4.738 -0.026 -0.029 -0.014
H -0.371 -2.638 -3.052 0.006 -0.011 0.052
H -1.509 -2.235 -0.890 0.115 -0.028 0.051
C -4.255 -2.989 2.406 0.091 0.052 -0.024
N -3.611 -4.134 1.786 -0.025 0.067 0.024
C -3.662 -5.328 2.623 -0.062 -0.029 -0.103
C -2.340 -3.937 1.207 -0.007 -0.051 0.144
S -1.258 -2.809 1.786 -0.086 -0.479 0.069
N -2.101 -4.789 0.190 -0.273 0.059 -0.021
C -3.167 -5.493 -0.501 -0.011 -0.076 -0.002
C -0.766 -5.114 -0.277 0.263 0.166 0.048
H -5.151 -3.340 2.919 -0.020 -0.014 -0.047
H -4.544 -2.278 1.635 0.029 0.090 0.071
H -3.603 -2.477 3.121 -0.030 -0.043 0.034
H -3.280 -5.118 3.630 0.029 -0.028 -0.005
H -3.060 -6.122 2.184 -0.011 -0.009 0.012
H -4.695 -5.676 2.699 0.012 -0.021 0.045
H -4.132 -5.122 -0.174 0.014 -0.044 -0.003
H -3.108 -6.572 -0.324 -0.028 0.007 0.012
H -3.055 -5.318 -1.574 0.007 -0.049 0.017
H -0.082 -4.281 -0.142 0.013 0.040 0.047
H -0.810 -5.354 -1.339 -0.022 -0.020 0.010
H -0.378 -5.980 0.269 0.008 -0.003 -0.052